Record 1
{"formula": "C3H6Br2NO4S2", "method": "ωB97M-V/def2-TZVPD", "lumo_ev": 2.81, "fmax_ev_per_a": 4.51, "homo_energy_ev": -6.14, "orbital_gap_ev": 8.95, "charge": -1, "symbols": ["Br", "Br", "S", "S", "O", "O", "O", "O", "N", "C", "C", "C", "H", "H", "H", "H", "H", "H"], "xyz": [[1.78443, -3.89341, -2.27209], [-1.98856, -0.13915, 1.46290], [1.47645, -3.02676, -0.20079], [0.99807, -0.47859, 0.75631], [0.73437, -1.22878, 2.01825], [1.95300, 0.62975, 1.04978], [2.54553, -3.63659, 0.61533], [0.10515, -3.44066, 0.17643], [1.66758, -1.39294, -0.48212], [-1.71835, 2.54104, -0.37348], [-0.61285, 0.23491, 0.11538], [-0.40733, 1.72903, -0.19136], [0.22245, 2.24932, 0.53424], [-2.48521, 2.33075, 0.37828], [-0.83284, -0.33260, -0.79510], [-1.44725, 3.60389, -0.24426], [-2.12301, 2.47498, -1.39404], [0.12837, 1.77581, -1.15365]], "atomic_forces_ev_per_a": [[0.0612, 0.3153, 0.0240], [0.2495, 0.1558, -0.5253], [-0.7683, -0.1238, 2.7498], [2.9231, -0.5668, 3.3837], [-0.1573, 0.8397, -2.7418], [-1.9613, -1.1754, -1.6434], [-1.4915, 1.1975, -1.7999], [2.1487, 0.8154, -1.1283], [-1.1708, -1.1348, 1.1588], [0.5566, 0.6748, -0.1257], [0.7403, 0.1760, 0.1755], [-0.8665, 0.2343, -0.4851], [-0.0905, -0.5669, 0.1330], [0.1801, -0.1692, -0.2660], [-0.1902, 0.0326, 0.4150], [-0.1404, -0.2977, -0.0702], [-0.0759, -0.3086, 0.3768], [0.0533, -0.0981, 0.3690]]}

***

Record 2
{"formula": "C24H35ClCrN3O2Se", "method": "ωB97M-V/def2-TZVPD", "lumo_ev": [0.03, -0.10], "s_squared": 0.764, "fmax_ev_per_a": 0.22, "homo_energy_ev": [-6.58, -6.58], "orbital_gap_ev": [6.60, 6.48], "multiplicity": 2, "symbols": ["Se", "Cr", "Cl", "O", "O", "N", "N", "N", "C", "C", "C", "C", "C", "C", "C", "C", "C", "C", "C", "C", "C", "C", "C", "C", "C", "C", "C", "C", "C", "C", "C", "C", "H", "H", "H", "H", "H", "H", "H", "H", "H", "H", "H", "H", "H", "H", "H", "H", "H", "H", "H", "H", "H", "H", "H", "H", "H", "H", "H", "H", "H", "H", "H", "H", "H", "H", "H"], "xyz": [[-3.21279, -2.89266, -2.06847], [0.52926, 0.35882, -0.13191], [-6.27679, -2.57245, 3.69925], [-0.23511, -0.67044, 1.47161], [-1.44771, 0.09014, -0.12751], [-2.20679, -3.99711, 0.51780], [1.53318, -1.62237, -0.48149], [0.15842, 0.05521, -2.37370], [0.80992, 2.54606, -0.49498], [0.67649, 1.51095, 3.10070], [0.32257, -1.40129, -2.57500], [3.28379, 2.05701, -1.23933], [2.89505, -1.68209, 0.06472], [2.08983, 1.92488, -0.34080], [-3.83688, -0.91182, 1.03092], [-2.50217, -1.58435, 2.92830], [-4.97211, -1.39973, 1.65177], [-4.85585, -1.96446, 2.91228], [0.10322, 2.39955, 0.72275], [-1.40063, -0.52687, 0.98513], [-3.63356, -2.06292, 3.56045], [-2.61782, -3.58584, -0.48808], [-2.60545, -1.00268, 1.67002], [3.40138, 0.98724, 1.70871], [2.16485, 1.43992, 0.99677], [-1.28131, 2.90606, 0.97079], [-1.21966, 0.40124, -2.79570], [0.36358, 3.47668, -1.58234], [0.94893, 1.75200, 1.65175], [0.78706, -2.76646, 0.10393], [1.07864, 0.74621, -3.29164], [1.61266, -1.84261, -1.94063], [-1.26472, 3.97728, 1.18828], [0.30478, -1.63437, -3.64605], [-1.53371, -1.68185, 3.39918], [3.81515, 1.83131, 2.26815], [-5.93235, -1.36468, 1.15801], [-1.91716, 2.74604, 0.10084], [1.12060, 3.59990, -2.35364], [3.20154, 0.19407, 2.42816], [0.18909, 4.46334, -1.14729], [0.93454, 0.37042, -4.31083], [-1.74876, 2.39931, 1.81414], [4.03665, 2.68733, -0.76036], [2.11423, 0.59198, -3.00860], [-0.24255, -2.78942, -0.23503], [-3.57412, -2.52741, 4.53421], [3.35249, -2.65025, -0.16910], [0.86897, 1.80907, -3.29221], [3.03047, 2.51979, -2.19059], [2.85837, -1.56897, 1.14463], [0.47798, 0.46073, 3.30969], [0.78744, -2.69585, 1.18512], [2.45978, -1.27474, -2.32851], [-1.45640, 1.41971, -2.49840], [3.75989, 1.09796, -1.45422], [-0.53408, -1.91356, -2.13242], [1.80762, -2.89975, -2.14930], [-3.89271, -0.51016, 0.02892], [-0.18039, 2.09273, 3.43710], [-1.93048, -0.28079, -2.33898], [-1.29577, 0.31739, -3.88493], [-0.56707, 3.17495, -2.06094], [1.27338, -3.69909, -0.19995], [3.50742, -0.89330, -0.36763], [4.17476, 0.64557, 1.02469], [1.54090, 1.81946, 3.69178]], "atomic_forces_ev_per_a": [[0.0400, -0.0159, 0.0973], [0.1635, 0.0024, -0.1437], [-0.0163, -0.0139, 0.0122], [-0.1005, 0.0198, -0.0964], [-0.1213, 0.0106, 0.0476], [0.0204, -0.0086, 0.0452], [0.1142, 0.0555, -0.0394], [-0.0335, -0.0353, 0.0731], [0.0316, -0.0197, -0.0770], [-0.0084, 0.0321, 0.0000], [0.0383, -0.0284, 0.0152], [-0.0020, -0.0091, -0.0248], [-0.0023, -0.0350, -0.0076], [0.0451, 0.0456, 0.0785], [-0.0060, -0.0258, -0.0197], [-0.0516, -0.0359, 0.0297], [0.0239, 0.0010, 0.0195], [-0.0095, 0.0290, -0.0395], [-0.0508, -0.0095, 0.0435], [0.0655, 0.0236, 0.1495], [0.0438, -0.0004, 0.0133], [-0.0356, 0.0485, -0.1337], [-0.0107, 0.0320, -0.0449], [0.0195, 0.0123, 0.0117], [-0.0620, -0.0282, -0.0146], [-0.0019, 0.0090, 0.0096], [-0.0059, -0.0030, -0.0043], [-0.0256, 0.0182, -0.0096], [0.0429, -0.0291, 0.0079], [0.0054, -0.0174, 0.0049], [0.0113, 0.0145, -0.0095], [-0.0370, -0.0243, -0.0236], [0.0067, -0.0009, 0.0083], [0.0093, -0.0074, 0.0065], [0.0177, 0.0134, -0.0209], [0.0002, -0.0027, 0.0002], [-0.0073, -0.0051, 0.0066], [-0.0038, -0.0007, 0.0000], [0.0095, -0.0001, 0.0050], [-0.0180, -0.0054, -0.0018], [-0.0008, -0.0036, 0.0051], [-0.0050, 0.0010, 0.0057], [-0.0038, -0.0122, -0.0048], [-0.0034, 0.0011, -0.0004], [0.0016, 0.0046, 0.0031], [-0.0358, -0.0082, 0.0247], [-0.0124, -0.0012, 0.0013], [0.0002, 0.0032, -0.0012], [0.0073, 0.0021, 0.0016], [-0.0090, -0.0078, 0.0004], [0.0031, 0.0040, -0.0015], [0.0119, -0.0080, -0.0165], [-0.0267, 0.0017, -0.0016], [-0.0025, 0.0016, 0.0028], [0.0030, 0.0032, -0.0014], [-0.0035, 0.0007, 0.0027], [-0.0173, 0.0073, -0.0100], [-0.0043, 0.0054, 0.0003], [0.0118, 0.0087, 0.0032], [-0.0177, -0.0296, 0.0048], [-0.0046, 0.0075, -0.0047], [-0.0008, -0.0134, -0.0013], [0.0030, -0.0048, 0.0085], [0.0095, 0.0102, -0.0071], [0.0014, 0.0079, 0.0095], [0.0006, -0.0026, -0.0003], [-0.0046, 0.0153, 0.0031]]}